{"formula": "C36H32BF2N3O4S2Tl", "method": "ωB97M-V/def2-TZVPD", "species": ["Tl", "C", "C", "C", "C", "C", "C", "N", "C", "C", "C", "C", "C", "N", "C", "C", "C", "C", "C", "C", "N", "H", "H", "H", "H", "H", "H", "H", "H", "H", "H", "H", "H", "H", "H", "H", "C", "C", "C", "C", "C", "C", "C", "S", "O", "O", "O", "H", "H", "H", "H", "H", "H", "H", "O", "S", "C", "C", "C", "C", "C", "C", "C", "C", "C", "C", "C", "C", "H", "H", "H", "H", "H", "H", "H", "H", "H", "H", "F", "B", "F"], "xyz": [[0.55917, 0.43606, 0.42462], [1.61907, -0.23154, 4.12092], [1.12417, 1.15576, 3.84902], [1.75587, 2.26876, 4.39792], [1.28967, 3.52506, 4.05882], [0.16647, 3.63886, 3.25992], [-0.43903, 2.47376, 2.79982], [0.05647, 1.26846, 3.07292], [-1.66223, 2.49116, 1.97942], [-2.60343, 3.51056, 2.06942], [-3.75333, 3.41796, 1.28822], [-3.91413, 2.34646, 0.44332], [-2.91733, 1.35736, 0.40972], [-1.83943, 1.43696, 1.19602], [-3.00973, 0.18396, -0.42958], [-3.90913, 0.11936, -1.50368], [-4.05253, -1.06424, -2.18648], [-3.30163, -2.16694, -1.77888], [-2.37583, -2.00164, -0.75888], [-1.60383, -3.18974, -0.26168], [-2.20043, -0.85064, -0.12338], [1.29247, -0.55754, 5.10902], [2.70567, -0.25444, 4.09062], [1.22697, -0.91204, 3.37082], [2.62697, 2.15156, 5.02552], [1.80627, 4.40996, 4.40162], [-0.20213, 4.60606, 2.95882], [-2.47463, 4.33006, 2.75672], [-4.52053, 4.17666, 1.35502], [-4.80863, 2.25016, -0.15038], [-4.48893, 0.98346, -1.77968], [-4.76623, -1.15714, -2.99528], [-3.45133, -3.13454, -2.23738], [-2.29433, -4.00944, -0.05638], [-1.08093, -2.92384, 0.65062], [-0.88373, -3.53424, -1.00358], [-4.62443, 2.78176, -4.34528], [-3.31443, 2.88416, -3.62108], [-2.20533, 2.17526, -4.06358], [-1.02273, 2.20966, -3.34768], [-0.94053, 2.95206, -2.18848], [-2.02193, 3.68646, -1.75058], [-3.20853, 3.64656, -2.46278], [0.64237, 3.01776, -1.33338], [1.25417, 4.22866, -1.84308], [1.30907, 1.77636, -1.74298], [0.33977, 3.06106, 0.10152], [-4.48823, 2.36016, -5.33768], [-5.10143, 3.75436, -4.44468], [-5.29623, 2.12946, -3.78738], [-2.27743, 1.58636, -4.96828], [-0.14793, 1.66706, -3.66748], [-1.91263, 4.27356, -0.85238], [-4.07063, 4.20106, -2.11728], [1.26857, -2.30974, 1.64552], [1.47847, -2.60064, 0.21872], [1.98787, -4.36334, 0.25322], [1.83707, -5.18364, -0.85438], [1.98317, -6.55264, -0.71018], [2.30247, -7.09444, 0.52632], [2.49597, -6.26354, 1.62062], [2.32967, -4.90044, 1.48252], [3.11597, -1.95064, -0.17838], [3.46607, -1.79564, -1.50668], [4.70037, -1.25864, -1.82358], [5.56717, -0.88004, -0.80788], [5.19087, -0.99864, 0.51712], [3.95027, -1.52324, 0.84012], [1.59017, -4.76084, -1.81658], [1.82467, -7.20424, -1.55718], [2.37907, -8.16554, 0.64392], [2.74957, -6.68164, 2.58452], [2.42307, -4.23344, 2.32552], [2.76967, -2.08334, -2.28088], [4.98597, -1.11984, -2.85718], [6.52747, -0.45684, -1.05878], [5.85627, -0.66394, 1.30042], [3.61647, -1.61414, 1.86252], [4.18647, 1.78756, 0.21272], [3.22787, 1.59066, 1.14492], [3.60017, 2.33856, 2.22202]], "total_charge": -1, "total_energy_ha": -3049.850200, "e_above_lowest_ev": 2.370, "gap_ev": 4.8, "homo_energy_ev": -2.49, "e_lumo_ha": 0.0852}